No. 1
Entry from the OMol25 dataset: C23H42CrN5O as an isolated structure in a non-equilibrium geometry (ωB97M-V/def2-TZVPD).

Geometry as XYZ:
```
72
Properties=species:S:1:pos:R:3:forces:R:3:lowdin_charge:R:1
Cr -8.156631 -34.133479 20.460612 0.6682 3.9698 -5.8413 1.17
C -9.481985 -33.348303 16.582929 -0.4877 -0.0363 0.0094 -0.04
C -9.570266 -32.436669 17.849617 -0.1117 -0.1734 -1.5697 -0.44
C -10.961546 -31.738568 18.009077 1.0819 0.0545 0.6259 -0.01
O -9.147124 -33.208699 18.952952 0.6268 -2.3499 3.8252 -0.26
H -9.344975 -32.909825 15.594470 0.5324 0.9723 0.3674 0.08
H -10.438780 -33.821617 16.362428 -0.0674 -0.6151 0.7244 0.06
H -8.672074 -34.065225 16.717670 -0.2187 -0.1127 0.0203 0.05
H -8.826936 -31.651548 17.711284 0.1955 0.2682 0.1931 0.14
H -10.895873 -30.882556 18.680666 0.2161 0.0269 0.1116 0.07
H -11.749486 -32.364007 18.428687 0.0846 -0.3226 -0.4787 0.08
H -11.205772 -31.311435 17.036452 -0.2423 -0.3213 -0.0452 0.09
C -11.952807 -32.227563 13.659022 0.2733 0.4268 1.0330 -0.13
C -12.865364 -33.146744 12.885789 -1.0460 -0.4413 -2.3689 -0.21
C -14.109791 -32.453338 12.038676 2.1182 0.1349 2.4397 -0.15
C -14.765510 -33.219957 11.042875 1.0605 0.0790 0.7835 -0.28
N -15.260557 -33.756210 10.181810 -1.2034 -1.3374 -1.8147 0.16
H -11.309936 -32.779388 14.344812 0.0413 -0.5326 -0.1503 0.03
H -12.401087 -31.512380 14.348707 -0.5730 0.1639 -0.2891 0.07
H -11.247186 -31.675573 13.038131 -0.2997 0.0727 -0.2985 0.08
H -13.200187 -34.066644 13.365139 -0.4555 0.5078 0.7909 0.10
H -12.213728 -33.620583 12.151660 -0.0057 0.2163 -0.5233 0.10
H -13.692256 -31.586909 11.525768 -0.1484 0.2580 0.2705 0.12
H -14.888457 -32.176002 12.749216 0.1998 0.4634 0.1061 0.12
C -2.874828 -31.384154 19.991581 -0.1812 -0.4512 0.3673 -0.09
C -3.586077 -31.008375 18.684947 1.4530 0.4813 -0.1430 -0.23
C -5.087917 -31.074692 18.558143 -0.4676 0.2123 0.2282 -0.15
C -5.713582 -32.251467 19.090781 1.0697 1.4388 -0.9940 -0.14
N -6.244868 -33.172111 19.463526 -2.5772 -2.6648 2.2710 0.16
H -3.192596 -30.870896 20.899156 -0.0477 0.5050 -0.2492 0.08
H -1.798027 -31.266601 19.870011 -0.0956 0.3983 -0.0379 0.09
H -2.954562 -32.433067 20.277119 -0.3555 -0.3023 -0.4024 0.07
H -3.072505 -31.548652 17.889686 -0.3976 -0.3035 -0.1244 0.12
H -3.372284 -29.970127 18.431109 0.2144 0.1129 0.1988 0.12
H -5.437917 -30.960833 17.532166 0.1773 -0.0765 -0.1544 0.14
H -5.566027 -30.260662 19.102986 0.0706 0.2276 0.1716 0.14
C -9.951799 -31.997159 24.821300 -1.0200 0.6224 0.0494 -0.09
C -9.948836 -30.605776 24.159970 0.9068 -0.7703 1.6382 -0.24
C -10.188815 -30.649361 22.677916 0.0869 -0.4398 -0.7167 -0.13
C -9.172726 -31.537533 22.068821 -0.1388 0.0924 -0.2186 -0.10
N -8.385466 -32.253493 21.620995 -0.6190 -1.2885 -0.2943 0.13
H -9.336808 -32.669224 24.222776 0.1710 -0.2733 0.6038 0.06
H -10.952957 -32.406759 24.955527 -0.0908 -0.1451 -0.4140 0.08
H -9.624613 -31.819153 25.845678 0.5500 -0.5186 -0.1566 0.09
H -8.919508 -30.323656 24.381285 -0.0757 0.8988 -0.3309 0.12
H -10.626256 -29.972803 24.733160 -0.0157 0.2716 -0.5623 0.13
H -10.195732 -29.704168 22.135092 0.2346 0.1462 0.1605 0.14
H -11.153996 -31.112532 22.473001 -0.1292 -0.1796 -0.1523 0.14
C -8.296738 -36.857668 15.408573 0.1489 0.0249 1.2264 -0.09
C -6.939082 -37.313067 15.932577 0.2596 -0.7509 0.4522 -0.19
C -7.044593 -37.808425 17.486360 0.4994 0.4670 -1.5943 -0.10
C -7.224741 -36.664819 18.358636 -0.6552 2.4948 1.8389 -0.11
N -7.384234 -35.730267 19.052537 -0.5633 -1.8843 -0.5049 0.12
H -8.241741 -36.214654 14.530160 -0.0064 -0.1923 0.0826 0.09
H -8.717357 -36.317457 16.256721 -0.5359 0.5260 -0.3257 0.04
H -8.960101 -37.709864 15.260845 0.0952 0.0287 -0.3216 0.09
H -6.150739 -36.566182 15.838900 -0.2327 0.3528 0.3792 0.11
H -6.557126 -38.096845 15.278433 -0.0315 -0.5128 0.5346 0.11
H -6.151748 -38.321015 17.844375 0.2046 -0.0087 -0.2124 0.13
H -7.871455 -38.496875 17.660843 -0.1872 0.0683 -0.1746 0.14
C -13.113540 -37.514511 16.665314 -0.0873 1.6649 1.3784 -0.06
C -12.962051 -36.090169 17.348366 0.3256 -0.5327 -0.3633 -0.24
C -12.670943 -36.079778 18.862387 0.1729 -0.0949 -0.7392 -0.21
C -13.888592 -36.182907 19.625026 2.1596 -0.3814 -0.8313 -0.25
N -14.813791 -36.180698 20.265196 -2.5697 -0.0339 1.6139 0.17
H -12.550115 -38.134308 17.362814 -0.0914 -0.7335 -0.5671 0.06
H -12.684827 -37.486995 15.663550 -0.0075 -0.1746 0.1714 0.07
H -14.162181 -37.806955 16.611082 0.1997 -0.2093 0.0893 0.08
H -13.842044 -35.457629 17.231683 0.2177 0.1093 -0.5865 0.11
H -12.058563 -35.658365 16.917846 -0.2503 0.4456 -0.3297 0.07
H -12.241455 -35.121784 19.155460 0.1625 0.1598 -0.1580 0.10
H -11.931449 -36.844504 19.099966 -0.1891 -0.1991 0.2828 0.11
```
Positions in Å, forces in eV/Å.

Spin multiplicity ... 4
⟨S²⟩ ... 3.8042
Net charge ... +2



No. 2
Entry from the OMol25 dataset: C23H42N2O3OsS4Si2Te as an isolated structure (ωB97M-V/def2-TZVPD).

Geometry as XYZ:
```
78
Properties=species:S:1:pos:R:3:forces:R:3:lowdin_charge:R:1
Os 0.993272 0.058367 1.300154 0.0783 -0.0982 -0.0111 0.51
O 0.720607 -3.332703 7.154089 -0.0217 0.0069 0.0044 0.05
C 0.750033 -2.722872 6.146618 0.0574 -0.0004 -0.0042 -0.92
S -0.074166 -3.282800 4.637738 -0.0549 0.0169 0.0018 1.06
C 0.405643 -1.937330 3.677861 0.1520 0.0424 0.0438 -1.07
C 1.214324 -0.942500 4.292449 -0.0822 -0.1242 -0.1160 -1.08
S 1.698056 0.367355 3.391394 0.0857 0.0181 0.0590 0.69
S 1.631910 -1.165831 5.953649 -0.0271 0.0202 0.0172 1.06
S -0.024639 -1.781401 2.075109 -0.0110 0.0225 -0.0057 0.71
C -0.165003 0.311677 -3.116708 0.0099 -0.0242 0.0000 -0.04
C -0.015002 0.878007 -1.730908 0.0163 0.0143 -0.0513 -0.23
O 0.347685 -0.196056 -0.791694 0.0181 -0.0060 0.0526 -0.28
H -0.427008 1.114592 -3.805371 0.0102 0.0031 -0.0063 0.10
H -0.982151 -0.412257 -3.150903 -0.0028 -0.0005 0.0044 0.09
H 0.756541 -0.156056 -3.465095 -0.0070 0.0051 -0.0156 0.08
H -0.944417 1.340009 -1.404721 -0.0282 -0.0222 0.0387 0.10
H 0.803086 1.591781 -1.657451 0.0042 -0.0110 0.0048 0.10
H -0.190418 -0.973551 -0.990287 -0.0106 0.0231 -0.0348 0.11
C -7.243191 1.168548 -1.440147 0.0025 0.0009 0.0049 -0.06
C -6.145386 0.249213 -0.930767 -0.0049 -0.0109 -0.0071 -0.18
N -5.201453 0.902924 -0.010229 -0.0562 0.1181 -0.0137 -0.04
C -5.683285 1.271993 1.325992 -0.0098 -0.0779 0.0067 -0.18
C -6.196281 2.697673 1.468299 0.0036 0.0102 -0.0102 -0.05
C -3.934995 1.059179 -0.399825 0.1195 0.0450 -0.0682 -0.42
O -3.461065 0.720268 -1.482787 -0.0560 -0.0812 0.0463 0.07
C -2.915720 1.678803 0.533309 -0.0583 0.0955 -0.0208 -0.10
C -2.797551 3.037517 0.795038 0.0012 -0.0568 0.0152 0.04
C -1.650943 3.501822 1.425719 0.0122 -0.0323 0.0252 0.01
C -0.627548 2.619046 1.702203 -0.0180 0.0528 0.0096 -0.10
N -0.713707 1.311667 1.397991 -0.1039 -0.0106 -0.0631 -0.12
C -1.860925 0.856441 0.877758 0.0932 -0.0005 0.0547 -0.09
H -7.853811 0.627976 -2.162536 0.0036 0.0034 -0.0029 0.09
H -6.823021 2.041954 -1.939524 0.0010 0.0037 0.0083 0.09
H -7.904307 1.501968 -0.641120 -0.0045 -0.0045 -0.0062 0.07
H -5.557474 -0.132410 -1.760607 -0.0010 -0.0110 0.0057 0.11
H -6.576624 -0.602129 -0.399717 0.0034 -0.0033 -0.0010 0.13
H -4.889228 1.079783 2.050563 -0.0042 0.0111 0.0003 0.12
H -6.486312 0.571303 1.556772 0.0121 -0.0086 0.0272 0.13
H -5.393680 3.429697 1.389184 -0.0485 -0.0058 0.0062 0.05
H -6.653935 2.821127 2.449664 -0.0055 -0.0013 0.0038 0.09
H -6.943685 2.933622 0.714449 0.0031 0.0031 0.0074 0.07
H -3.572105 3.727882 0.490433 0.0312 -0.0025 0.0035 0.13
H -1.532084 4.546786 1.674355 0.0031 0.0023 -0.0160 0.13
H 0.293976 2.953748 2.157771 0.0116 -0.0038 -0.0150 0.11
H -1.914284 -0.203497 0.672224 -0.0199 0.0070 -0.0508 0.11
C 4.350054 -4.743679 -0.638847 0.0037 -0.0091 -0.0184 -0.17
Si 2.823905 -3.929314 -1.322768 -0.0226 -0.0220 0.0218 0.40
C 1.333625 -4.303599 -0.250717 -0.0039 -0.0137 0.0029 -0.19
C 2.513364 -4.371431 -3.100402 0.0105 -0.0056 -0.0126 -0.17
C 3.079798 -2.039875 -1.256481 -0.0460 0.0502 0.0302 -0.53
Te 3.239283 -1.325443 0.740129 -0.0179 -0.0049 0.0702 1.35
C 4.664714 0.229350 0.432710 -0.0208 0.0123 -0.0398 -0.53
Si 4.110700 1.747802 -0.542886 0.0523 -0.0251 0.0261 0.43
C 3.577825 1.293499 -2.266805 -0.0048 0.0125 -0.0083 -0.16
C 2.646496 2.470947 0.420705 0.0220 -0.0056 0.0205 -0.16
C 5.480004 2.999285 -0.548009 -0.0349 0.0411 0.0042 -0.16
H 4.250986 -5.829903 -0.692617 0.0032 0.0006 0.0068 0.05
H 4.532078 -4.487061 0.407035 -0.0019 0.0076 0.0016 0.03
H 5.236871 -4.471822 -1.215438 0.0015 -0.0020 0.0061 0.04
H 1.100416 -5.370006 -0.282325 -0.0028 0.0036 -0.0053 0.05
H 0.439292 -3.771689 -0.588623 -0.0036 0.0010 0.0033 0.03
H 1.512278 -4.053343 0.799745 0.0011 0.0036 -0.0006 0.00
H 2.353063 -5.446882 -3.201467 -0.0012 0.0022 -0.0010 0.05
H 3.366616 -4.108871 -3.728858 -0.0061 0.0019 -0.0042 0.04
H 1.630957 -3.868141 -3.500646 -0.0020 0.0034 0.0007 0.04
H 2.276427 -1.491667 -1.746238 0.0224 -0.0204 -0.0102 -0.02
H 4.024636 -1.764112 -1.730233 -0.0038 0.0187 0.0058 0.03
H 5.513888 -0.272195 -0.037175 0.0094 0.0136 -0.0015 0.03
H 4.990087 0.521131 1.434813 -0.0113 -0.0166 0.0138 0.02
H 2.765068 0.567785 -2.283239 -0.0068 -0.0022 -0.0110 -0.01
H 4.412274 0.870533 -2.830248 0.0014 -0.0019 0.0024 0.06
H 3.248360 2.186697 -2.803733 0.0039 -0.0064 -0.0030 0.06
H 1.960804 1.683718 0.814603 -0.0493 0.0584 -0.0380 -0.09
H 2.022139 3.146637 -0.164734 -0.0062 -0.0017 0.0053 0.06
H 2.977954 2.995505 1.319496 -0.0021 -0.0039 0.0021 0.06
H 6.355216 2.624708 -1.081513 -0.0027 -0.0135 -0.0014 0.05
H 5.791607 3.264697 0.463757 0.0070 -0.0044 -0.0013 0.05
H 5.159475 3.915431 -1.049374 0.0154 0.0003 0.0014 0.05
```
Positions in Å, forces in eV/Å.

Net charge ... +2



No. 3
Entry from the OMol25 dataset: C23H42N2O3P2Ru as an isolated structure in a non-equilibrium geometry (ωB97M-V/def2-TZVPD).

Geometry as XYZ:
```
73
Properties=species:S:1:pos:R:3:forces:R:3:lowdin_charge:R:1
P 0.218956 -1.928475 -0.608375 -0.4218 -1.7898 -2.3633 0.73
P 0.115922 1.277126 -0.378090 -1.3832 2.1956 -2.3124 0.75
C 0.016019 -0.939093 -2.129797 -0.4004 -0.5459 -0.0276 -0.36
C 0.393344 0.530779 -2.021694 0.6554 0.0106 0.5079 -0.36
H -1.015381 -1.055536 -2.489405 0.2218 -0.0203 0.1555 0.10
H 0.661643 -1.429619 -2.857468 -0.2502 0.1248 -0.1273 0.04
H 1.448868 0.680248 -2.291616 -0.2816 0.0172 0.1797 0.11
H -0.202983 1.118401 -2.716290 0.0428 0.0330 -0.0728 0.05
C -1.600359 1.838483 -0.294856 0.1464 0.0607 0.0752 -0.20
H -1.699989 2.445002 0.609750 -0.1564 -0.0299 -0.1161 0.06
H -2.245319 0.960645 -0.195442 -0.0407 0.1733 -0.0671 0.06
H -1.875539 2.418947 -1.182696 0.0485 -0.0364 0.1793 0.07
C 1.253160 2.661218 -0.209680 0.0622 0.1022 0.4616 -0.18
H 1.554039 3.046845 -1.191582 -0.1176 -0.1082 0.1787 0.08
H 2.133125 2.322144 0.354657 -0.0834 0.1859 -0.2082 0.05
H 0.740948 3.441601 0.366159 0.2107 -0.0647 -0.1169 0.08
C -0.861377 -3.370835 -0.655268 -0.1663 0.0366 0.1217 -0.19
H -0.647632 -3.988475 0.225149 -0.1009 0.0330 -0.2787 0.06
H -0.706368 -3.957888 -1.572051 0.0239 0.2160 0.2425 0.08
H -1.905150 -3.033510 -0.602460 0.2223 -0.1284 -0.0625 0.08
C 1.966736 -2.446926 -0.570075 -0.2010 -0.0301 0.0374 -0.19
H 2.522108 -1.672717 -0.018379 0.3249 -0.3030 -0.2322 0.05
H 2.347218 -2.553163 -1.591893 0.0473 0.0702 0.2295 0.07
H 2.039243 -3.397482 -0.034938 0.1439 0.1571 -0.0291 0.07
Ru 0.400807 -0.425640 0.963753 2.7243 1.7679 5.9016 1.08
C 0.761209 1.198466 -4.992624 -0.3278 0.3592 -0.1231 -0.10
C -0.577778 1.288592 -4.903064 0.5883 0.2588 -0.4424 -0.12
C -1.522441 0.568757 -5.813335 -0.4070 -0.2027 -0.0425 -0.16
C -1.128457 -0.889985 -6.177201 -0.3047 0.0459 -0.3591 -0.17
C -0.423391 -1.683322 -5.114185 0.5652 -0.4024 -0.1701 -0.12
C 0.914634 -1.782696 -5.019195 -0.8563 -0.2542 -0.5246 -0.14
C 1.871321 -0.991067 -5.855505 0.3998 0.1546 -0.0557 -0.16
C 1.475386 0.491074 -6.107239 0.3225 0.0018 -0.3655 -0.17
C 0.301345 -2.115902 2.190937 -0.9237 -1.6591 1.5320 -0.15
H 1.415394 1.743508 -4.304362 -0.3436 -0.0047 -0.1338 0.11
H -1.066854 1.984722 -4.215837 0.3050 -0.1234 0.0468 0.10
H -1.646788 1.115090 -6.765152 -0.0041 -0.0407 0.3689 0.13
H -2.511298 0.565477 -5.331154 0.1994 0.0101 -0.2022 0.11
H -2.065832 -1.416038 -6.416153 0.3287 0.1314 -0.0415 0.12
H -0.535706 -0.877637 -7.103992 -0.1913 -0.1581 0.3864 0.11
H -1.082327 -2.271730 -4.466236 0.3364 0.0158 -0.1203 0.11
H 1.388299 -2.526658 -4.372242 -0.2852 0.1398 0.0611 0.10
H 2.015244 -1.457503 -6.846166 0.0035 0.0307 0.3750 0.13
H 2.851624 -1.021351 -5.356868 -0.1888 0.0184 -0.2100 0.11
H 2.412226 1.038112 -6.296267 -0.3220 -0.1348 -0.0537 0.12
H 0.888858 0.551559 -7.036097 0.1841 0.1071 0.3968 0.11
H 0.945912 -1.833655 3.041427 -0.0136 0.0840 -0.5783 0.05
H 0.576819 -3.111323 1.816024 -0.1016 0.4644 -0.0258 0.02
H -0.751628 -2.098117 2.526288 0.2718 -0.0966 -0.1929 0.04
C -0.825200 -1.178847 6.038803 -0.1295 -0.1935 0.0396 -0.07
C 0.120189 0.003725 5.991794 0.7209 0.3008 0.0078 -0.15
C -0.281681 1.239522 5.126967 -0.2449 0.4486 -0.1691 -0.28
C -1.470655 2.005833 5.754788 0.3407 0.4656 -0.0438 -0.16
C -2.783168 1.262188 5.905482 -0.3671 -0.1582 -0.0467 -0.09
C 0.930103 2.187579 5.121708 -0.2987 1.2328 1.5146 -0.36
O 1.074540 3.145100 5.866132 -0.1796 -1.7125 -1.2307 0.15
N 1.940692 1.826620 4.238820 0.7568 -0.5999 -1.5909 0.22
C 1.784628 1.102367 3.052835 0.4973 1.2113 2.0203 -0.54
O 2.721382 0.857880 2.298021 -1.0430 -0.2800 -0.3303 0.05
N 0.492348 0.741306 2.790108 0.0169 -1.3680 -2.4018 0.02
C -0.551933 0.829680 3.666267 -2.3404 -0.2436 0.8042 -0.40
O -1.685778 0.529341 3.261424 1.9347 0.2173 -0.0784 0.06
H -1.775555 -0.928763 6.521122 0.3393 -0.2453 -0.2619 0.07
H -0.344054 -1.969951 6.627976 -0.1652 0.1139 -0.1925 0.09
H -1.022802 -1.563926 5.031215 -0.1085 -0.0432 0.1926 0.06
H 0.277115 0.392150 7.008246 -0.0221 -0.0194 -0.2430 0.14
H 1.110156 -0.331516 5.648076 -0.1215 -0.0547 0.0923 0.12
H -1.136253 2.344494 6.745437 0.0590 0.0251 -0.3720 0.13
H -1.620855 2.915590 5.156319 0.0177 -0.1588 0.1390 0.13
H -2.802456 0.674494 6.832866 -0.1351 0.1826 -0.3592 0.08
H -3.596860 1.994727 5.963359 0.1363 -0.2221 0.0249 0.09
H -2.946992 0.623671 5.030528 -0.2796 0.1097 0.5091 0.07
H 2.835271 2.286306 4.332490 0.1094 0.1187 0.1941 0.18
```
Positions in Å, forces in eV/Å.

Spin multiplicity ... 5
⟨S²⟩ ... 6.0180
Net charge ... +2



| no. | E_tot (eV) |
| --- | --- |
| 1 | -62431.264 |
| 2 | -102501.012 |
| 3 | -54795.543 |